Here is a molecular structure, C23H32CsN7SSe3Te2 from the Open Molecules 2025 dataset. Energies are from ωB97M-V with the def2-TZVPD basis set.

XYZ file:
```
69
Properties=species:S:1:pos:R:3:nbo_charge:R:1
N 3.0104 -1.7377 0.8948 -0.09
H 2.4999 -6.8292 -1.1696 0.23
H 0.1842 3.7356 1.2524 0.44
N 1.4984 1.4953 3.1274 -0.64
H -3.4786 -4.0886 -1.8317 0.25
H 2.0471 -5.1228 2.0618 0.21
H -0.0928 7.6869 -5.1574 0.19
H 1.3067 -5.4731 0.4864 0.24
C 4.7141 -5.4692 1.1428 -0.61
Te -0.1652 -3.3117 -4.5244 0.08
H 4.6902 -5.2208 2.2066 0.21
Cs 0.5707 0.4923 -3.1746 0.92
C 3.3916 -6.0682 0.6689 -0.22
C -6.5122 -2.0436 -0.5843 -0.22
C -2.8314 7.2742 -3.2239 -0.21
Te -0.4412 4.0181 -1.4359 -0.52
H -2.3625 8.6323 -4.8297 0.19
C 2.2148 -5.1353 0.9863 -0.21
H -0.3146 5.8618 2.8342 0.22
Se 0.9577 -0.8280 -6.9320 -0.76
C 2.3483 2.2350 4.0551 -0.22
N 2.4399 -3.7465 0.6118 -0.21
H -7.3586 -1.4654 -0.2363 0.21
N -2.0453 -0.9860 -2.0847 -0.30
H -5.2524 -0.3208 -0.8834 0.23
H 2.8529 2.2710 6.1601 0.20
H -5.5782 -5.2431 -1.1836 0.22
C 0.9601 2.0801 2.0016 0.29
H 4.2082 -7.2455 -0.9469 0.20
H 3.3943 2.1484 3.7427 0.19
C -4.3353 -3.5271 -1.4800 -0.16
H 2.0882 3.2872 3.9929 0.20
C 2.1939 1.7257 5.4804 -0.61
H 0.6900 5.8186 -3.7609 0.21
C -2.3859 6.2156 -2.4404 -0.26
C -5.3404 -1.3972 -0.9466 -0.16
N 2.6448 -1.8674 -0.4043 -0.32
C -1.1125 5.6554 -2.6116 -0.22
H 1.9289 -3.6095 -1.4780 0.28
C 3.4591 -6.4621 -0.8006 -0.62
H 0.9781 5.3426 3.9149 0.20
C 2.2989 -3.1239 -0.5653 0.14
C -0.7445 7.2792 -4.3925 -0.22
H -3.0379 5.8045 -1.6781 0.21
H -0.1398 3.0856 4.1249 0.19
C -0.0755 5.1995 3.6677 -0.61
N 2.8837 -2.8565 1.5165 -0.11
H 3.7302 -5.6159 -1.4367 0.23
H 2.4468 0.6652 5.5381 0.21
H -1.4077 3.6305 3.0427 0.19
H 1.1632 1.8433 5.8205 0.20
C -2.0141 7.8145 -4.2099 -0.27
N 0.4577 3.3365 2.1495 -0.65
H 4.9416 -4.5550 0.5915 0.22
H 1.8347 0.5688 2.8976 0.41
S 0.9575 1.2818 0.5541 -0.21
C -0.3032 6.2222 -3.6047 -0.26
C -3.0409 -1.4716 -1.7931 0.29
Se 1.8157 -2.8068 -6.0600 -0.29
H 5.5295 -6.1753 0.9690 0.20
C -0.3477 3.7506 3.2896 -0.22
C -5.5116 -4.1652 -1.1154 -0.20
H 3.2008 -6.9722 1.2591 0.19
C -4.2559 -2.1430 -1.3958 -0.16
C -6.5988 -3.4264 -0.6716 -0.21
H -7.5188 -3.9285 -0.3980 0.21
H -3.8264 7.6779 -3.0682 0.19
Se 0.5786 -5.1902 -3.0598 -0.93
H -0.6818 5.4932 4.5283 0.20
```

Properties
ΔE to the lowest compared entry with this formula, charge and spin   9.1 kcal per mole
Kohn-Sham gap   4.25 eV
Maximum force   0.45 eV Å⁻¹
DFT total energy   -9437.66969 Ha
E_HOMO   -0.63 eV
Charge   -2